# 1
A single C3H6ClF molecule, computed with the ωB97M-V functional and the def2-TZVPD basis.

XYZ file:
```
11
Properties=species:S:1:pos:R:3
C 0.78 1.42 0.17
C 0.84 -0.04 -0.29
F 2.10 -0.59 -0.05
C -0.35 -0.99 0.28
Cl -1.69 0.07 -0.08
H 0.18 2.03 -0.60
H 0.18 1.42 1.14
H 1.83 1.74 0.41
H 0.65 -0.17 -1.29
H -0.29 -1.25 1.43
H -0.29 -1.92 -0.21
```

The structure (SMILES) is C[C@@H](F)CCl. The relative energy (zero: lowest compared OMol25 entry of this formula, charge and spin) is 18.1 kcal/mol. The value obtained for the orbital gap is 0.429 Eh. The HOMO energy comes out at -10.69 eV. As for the largest force on an atom: 0.087 hartree/bohr.

Atomic charges from the natural (NBO) analysis, expressed in e, are listed below: C -0.671; C 0.212; F -0.368; C -0.414; Cl -0.036; H 0.236; H 0.219; H 0.239; H 0.152; H 0.217; H 0.215

***

# 2
A molecular structure, C15H30FO15Pd, computed with the ωB97M-V functional and the def2-TZVPD basis.

XYZ file:
```
62
Properties=species:S:1:pos:R:3
Pd 1.62 1.36 0.32
F 0.48 -0.55 0.48
C -1.21 1.21 -1.91
O -1.03 2.59 -2.34
C -0.01 3.26 -1.87
O 0.79 2.97 -0.95
O -0.05 4.48 -2.52
C 0.81 5.52 -2.17
H -0.35 0.58 -2.12
H -2.03 0.62 -2.31
H -1.39 1.19 -0.83
H 1.79 5.40 -2.63
H 1.01 5.71 -1.11
H 0.30 6.40 -2.56
C -6.95 -0.60 1.13
O -5.60 -0.61 0.98
C -5.01 -1.73 0.75
O -5.52 -2.78 0.52
O -3.81 -1.58 0.97
C -2.85 -2.50 0.63
H -7.35 -1.51 1.59
H -7.46 -0.29 0.22
H -7.09 0.24 1.81
H -1.96 -1.89 0.54
H -2.98 -2.77 -0.42
H -2.63 -3.38 1.24
C 6.19 1.40 1.48
O 5.99 0.14 0.90
C 4.71 -0.29 0.63
O 3.67 0.40 0.73
O 4.82 -1.52 0.04
C 3.73 -2.25 -0.35
H 5.71 1.47 2.46
H 5.81 2.16 0.80
H 7.25 1.62 1.60
H 2.88 -1.70 -0.77
H 3.32 -2.77 0.51
H 4.07 -3.03 -1.03
C 1.94 -1.41 3.57
O 2.02 -0.26 4.39
C 1.91 0.92 3.88
O 1.90 1.24 2.68
O 1.92 1.81 4.92
C 2.04 3.21 4.64
H 2.12 -2.32 4.15
H 2.72 -1.25 2.82
H 0.98 -1.57 3.09
H 1.80 3.83 5.51
H 1.39 3.60 3.86
H 3.02 3.33 4.20
C -4.05 -1.55 -4.36
O -3.01 -1.75 -3.43
C -1.94 -2.55 -3.71
O -1.67 -3.27 -4.66
O -1.23 -2.58 -2.56
C 0.13 -2.95 -2.48
H -4.65 -0.74 -3.95
H -4.78 -2.35 -4.39
H -3.62 -1.37 -5.35
H 0.24 -4.02 -2.30
H 0.42 -2.31 -1.64
H 0.76 -2.67 -3.32
```

Its spin multiplicity is 3. The charge is +1. The relative energy (zero: lowest compared OMol25 entry of this formula, charge and spin) is 90.2 kcal/mol. The value obtained for the orbital gap (alpha / beta) is 0.321 / 0.206 Eh. The HOMO energy (alpha / beta) comes out at -12.09 / -12.09 eV. As for the largest force on an atom: 0.112 hartree/bohr.

Atomic charges from the natural (NBO) analysis, expressed in e, are listed below: Pd 1.471; F -0.651; C -0.295; O -0.436; C 1.052; O -0.790; O -0.454; C -0.270; H 0.196; H 0.252; H 0.207; H 0.194; H 0.197; H 0.221; C -0.259; O -0.485; C 0.972; O -0.652; O -0.478; C -0.269; H 0.208; H 0.183; H 0.188; H 0.194; H 0.200; H 0.197; C -0.260; O -0.460; C 1.042; O -0.748; O -0.462; C -0.264; H 0.193; H 0.187; H 0.224; H 0.194; H 0.190; H 0.219; C -0.264; O -0.448; C 1.040; O -0.756; O -0.476; C -0.263; H 0.219; H 0.183; H 0.217; H 0.225; H 0.188; H 0.186; C -0.260; O -0.514; C 0.986; O -0.605; O -0.529; C -0.259; H 0.199; H 0.199; H 0.201; H 0.199; H 0.198; H 0.190

***

# 3
A molecular structure, C31H17Cl5N6O4Ti, computed with the ωB97M-V functional and the def2-TZVPD basis.

XYZ file:
```
64
Properties=species:S:1:pos:R:3
Ti -0.88 -0.28 -0.75
C 1.95 -2.12 -3.55
C 0.79 -1.62 -2.96
N 0.85 -1.08 -1.75
C 2.03 -1.04 -1.10
C 3.16 -1.56 -1.71
N 3.11 -2.09 -2.93
C 1.97 -0.45 0.25
C 3.04 -0.28 1.10
C 2.84 0.27 2.36
C 1.54 0.64 2.72
C 0.51 0.45 1.83
N 0.73 -0.09 0.61
C -0.91 0.79 2.07
C -1.43 1.30 3.24
N -2.72 1.56 3.38
C -3.52 1.31 2.35
C -3.02 0.80 1.15
N -1.72 0.55 1.02
C 3.97 0.46 3.30
C 5.22 0.84 2.83
C 6.24 1.01 3.75
N 6.09 0.82 5.06
C 4.89 0.45 5.50
C 3.80 0.27 4.66
H 1.92 -2.56 -4.54
H -0.17 -1.65 -3.46
H 4.12 -1.55 -1.22
H 4.03 -0.60 0.80
H 1.35 1.09 3.69
H -0.80 1.50 4.10
H -4.57 1.53 2.46
H -3.66 0.60 0.30
H 5.40 1.04 1.78
H 7.23 1.33 3.42
H 4.80 0.29 6.56
H 2.85 -0.06 5.08
Cl -3.62 -7.27 0.10
C -3.02 -5.68 -0.10
C -2.35 -5.05 0.95
Cl -2.12 -5.85 2.44
C -1.86 -3.76 0.77
Cl -1.02 -2.93 2.03
C -2.05 -3.11 -0.44
O -1.56 -1.86 -0.60
C -2.71 -3.73 -1.49
Cl -2.89 -2.87 -2.96
C -3.20 -5.02 -1.32
Cl -4.01 -5.79 -2.61
O 0.05 4.08 -2.38
C -1.14 3.92 -2.96
C -1.63 4.98 -3.73
C -2.85 4.88 -4.34
C -3.64 3.72 -4.23
C -3.18 2.67 -3.49
C -1.92 2.75 -2.84
C -1.47 1.65 -2.08
O -0.34 1.59 -1.45
O -2.17 0.54 -1.92
H 0.29 3.29 -1.89
H -1.02 5.88 -3.82
H -3.21 5.71 -4.93
H -4.60 3.66 -4.73
H -3.76 1.76 -3.38
```

The charge is +2. The relative energy (zero: lowest compared OMol25 entry of this formula, charge and spin) is 0.0 kcal/mol. The value obtained for the orbital gap is 0.235 Eh. The HOMO energy comes out at -13.96 eV. As for the largest force on an atom: 0.005 hartree/bohr.

Atomic charges from the natural (NBO) analysis, expressed in e, are listed below: Ti 1.700; C 0.040; C 0.045; N -0.434; C 0.149; C 0.051; N -0.291; C 0.212; C -0.224; C 0.201; C -0.246; C 0.288; N -0.513; C 0.127; C 0.057; N -0.291; C 0.038; C 0.053; N -0.440; C -0.103; C -0.233; C 0.061; N -0.355; C 0.060; C -0.233; H 0.243; H 0.243; H 0.229; H 0.252; H 0.251; H 0.227; H 0.243; H 0.246; H 0.222; H 0.218; H 0.218; H 0.222; Cl 0.133; C -0.070; C -0.065; Cl 0.117; C -0.109; Cl 0.057; C 0.276; O -0.589; C -0.107; Cl 0.079; C -0.072; Cl 0.123; O -0.621; C 0.419; C -0.283; C -0.078; C -0.249; C -0.116; C -0.276; C 0.783; O -0.714; O -0.655; H 0.507; H 0.254; H 0.242; H 0.244; H 0.236

***

# 4
A single C2H5NO molecule, computed with the ωB97M-V functional and the def2-TZVPD basis.

XYZ file:
```
9
Properties=species:S:1:pos:R:3
C 1.42 -0.48 -0.01
C 0.51 0.70 -0.02
N -0.75 0.70 0.05
O -1.27 -0.63 0.01
H 1.37 -1.02 0.98
H 1.16 -1.22 -0.82
H 2.48 -0.22 -0.05
H 0.99 1.71 -0.12
H -2.20 -0.43 -0.17
```

The structure (SMILES) is C/C=N\O. The relative energy (zero: lowest compared OMol25 entry of this formula, charge and spin) is 57.3 kcal/mol. The value obtained for the orbital gap is 0.406 Eh. The HOMO energy comes out at -10.01 eV. As for the largest force on an atom: 0.040 hartree/bohr.

Atomic charges from the natural (NBO) analysis, expressed in e, are listed below: C -0.702; C 0.051; N -0.136; O -0.591; H 0.239; H 0.243; H 0.224; H 0.195; H 0.478

***

# 5
A molecular structure, C18H40O8P2Se2Ti, computed with the ωB97M-V functional and the def2-TZVPD basis.

XYZ file:
```
71
Properties=species:S:1:pos:R:3
Ti 1.04 1.57 -0.68
C -2.76 0.71 4.58
C -1.52 -0.13 4.30
C -1.78 -1.62 4.22
O -0.90 0.32 2.98
P -1.22 0.16 1.47
O -0.53 1.33 0.66
C -0.49 -1.38 0.88
P -0.03 -1.53 -0.89
O 0.31 -0.05 -1.41
O -1.29 -1.95 -1.68
C -1.40 -3.42 -2.16
C -1.29 -3.33 -3.64
C -2.69 -3.98 -1.59
O 1.18 -2.44 -1.10
C 2.46 -3.30 -1.37
C 3.66 -2.44 -1.09
C 2.31 -4.56 -0.48
O -2.77 0.10 1.35
C -3.65 0.24 0.10
C -3.70 1.69 -0.35
C -4.98 -0.30 0.61
H -3.23 0.37 5.54
H -3.53 0.58 3.79
H -2.48 1.77 4.67
H -0.68 0.15 4.95
H -2.60 -1.82 3.53
H -2.01 -2.00 5.23
H -0.90 -2.17 3.86
H -1.07 -2.28 1.09
H 0.45 -1.53 1.47
H -0.52 -3.91 -1.75
H -2.06 -2.70 -4.14
H -1.40 -4.34 -4.04
H -0.32 -2.92 -3.97
H -3.53 -3.35 -1.91
H -2.64 -4.08 -0.47
H -2.82 -5.00 -1.98
H 2.33 -3.56 -2.41
H 3.67 -2.23 0.00
H 3.62 -1.50 -1.62
H 4.61 -2.97 -1.33
H 2.39 -4.21 0.57
H 3.10 -5.28 -0.73
H 1.33 -5.00 -0.71
H -3.17 -0.40 -0.65
H -3.76 2.37 0.55
H -4.62 1.86 -0.98
H -2.81 1.96 -0.96
H -5.35 0.33 1.44
H -4.79 -1.31 1.02
H -5.73 -0.38 -0.21
O 0.63 3.59 -0.87
C 1.68 4.72 -0.67
C 3.09 4.16 -0.80
C 4.11 5.37 -0.66
O 5.46 4.96 -0.59
C 3.24 3.56 -2.19
Se 2.69 1.60 -2.48
C 3.45 3.21 0.38
Se 2.62 1.35 0.96
H 0.14 3.48 -0.04
H 1.54 5.16 0.33
H 1.48 5.51 -1.42
H 3.90 5.96 0.22
H 3.95 6.04 -1.54
H 5.87 4.90 -1.46
H 4.28 3.49 -2.48
H 2.71 4.17 -2.95
H 3.28 3.73 1.35
H 4.50 2.91 0.32
```

Its spin multiplicity is 2. The charge is +1. The value obtained for the orbital gap (alpha / beta) is 0.254 / 0.260 Eh. The HOMO energy (alpha / beta) comes out at -8.94 / -9.11 eV. As for the largest force on an atom: 0.115 hartree/bohr.

Atomic charges from the Mulliken analysis, expressed in e, are listed below: Ti 0.484; C -1.013; C 0.454; C -1.182; O -0.242; P -0.639; O 0.249; C -0.725; P 0.325; O -0.776; O -0.131; C 1.358; C -1.410; C -1.283; O 0.052; C 0.453; C -1.058; C -1.171; O 0.350; C 1.170; C -1.171; C -1.395; H 0.413; H 0.078; H 0.335; H 0.326; H 0.215; H 0.452; H 0.303; H 0.558; H 0.588; H -0.435; H 0.293; H 0.427; H 0.327; H 0.302; H 0.259; H 0.432; H 0.261; H 0.258; H 0.204; H 0.419; H 0.267; H 0.438; H 0.317; H -0.240; H 0.238; H 0.432; H 0.174; H 0.302; H 0.342; H 0.433; O -0.392; C -1.224; C 2.325; C -1.199; O -0.526; C -1.413; Se -0.351; C -1.559; Se -0.229; H 0.294; H 0.414; H 0.407; H 0.450; H 0.400; H 0.339; H 0.471; H 0.377; H 0.514; H 0.486

***

# 6
2 unconnected molecules or ions with the total composition C19H23NO6S, computed with the ωB97M-V functional and the def2-TZVPD basis.

XYZ file:
```
50
Properties=species:S:1:pos:R:3
C -0.04 0.02 4.76
C 1.23 -0.28 3.78
N 0.83 0.22 2.43
C 1.47 -0.53 1.33
C 2.94 -1.00 1.37
C 3.58 -1.76 0.19
C 2.74 -2.04 -1.08
C 1.26 -1.61 -1.15
C 0.61 -0.85 0.06
C -0.94 -0.40 0.05
C -1.78 -1.76 -0.33
C -1.68 -2.87 0.80
O -0.65 -3.52 1.11
O -2.89 -3.24 1.53
C 3.49 -2.80 -2.28
O 2.91 -2.85 -3.41
C 4.93 -3.43 -2.10
C 5.63 -3.15 -0.90
C 5.09 -2.23 0.29
O 5.79 -1.90 1.28
H 0.16 -0.28 5.84
H -0.92 -0.56 4.29
H -0.33 1.13 4.66
H 1.42 -1.42 3.78
H 2.14 0.28 4.20
H 1.23 1.18 2.35
H 3.55 -0.78 2.30
H 0.60 -1.83 -2.05
H -1.16 0.46 -0.67
H -1.31 -0.11 1.09
H -2.88 -1.49 -0.53
H -1.40 -2.19 -1.33
H -3.09 -4.14 1.16
H 5.35 -4.06 -2.95
H 6.68 -3.60 -0.73
O -3.07 1.12 -1.61
S -2.24 2.30 -1.68
O -0.80 2.25 -1.51
C -2.60 3.17 -3.19
C -3.75 4.10 -2.82
C -3.38 4.69 -1.46
C -2.91 3.54 -0.57
H -2.86 2.46 -3.98
H -1.71 3.74 -3.48
H -3.89 4.88 -3.58
H -4.68 3.54 -2.74
H -2.57 5.42 -1.58
H -4.23 5.22 -1.01
H -2.14 3.86 0.13
H -3.74 3.09 -0.03
```

The structure (SMILES) is CCNc1cc2c(cc1CCC(=O)O)C(=O)C=CC2=O.O=S1(=O)CCCC1. The relative energy (zero: lowest compared OMol25 entry of this formula, charge and spin) is 155.6 kcal/mol. The value obtained for the orbital gap is 0.275 Eh. The HOMO energy comes out at -8.54 eV. As for the largest force on an atom: 0.092 hartree/bohr.

Atomic charges from the natural (NBO) analysis, expressed in e, are listed below: C -0.621; C -0.229; N -0.666; C 0.157; C -0.196; C -0.153; C -0.019; C -0.211; C 0.036; C -0.443; C -0.520; C 0.783; O -0.545; O -0.742; C 0.493; O -0.530; C -0.240; C -0.242; C 0.521; O -0.526; H 0.214; H 0.217; H 0.203; H 0.217; H 0.178; H 0.377; H 0.245; H 0.241; H 0.264; H 0.240; H 0.249; H 0.237; H 0.491; H 0.250; H 0.238; O -0.941; S 2.166; O -0.931; C -0.673; C -0.407; C -0.401; C -0.682; H 0.259; H 0.244; H 0.229; H 0.217; H 0.211; H 0.228; H 0.257; H 0.251